{"formula": "C5H11ClF3NiPm", "method": "the ωB97M-V functional and the def2-TZVPD basis", "species": ["Pm", "Cl", "C", "H", "H", "H", "Ni", "C", "C", "C", "H", "H", "H", "H", "H", "H", "H", "H", "F", "C", "F", "F"], "xyz": [[-0.15, 1.70, 0.60], [-1.47, 3.81, 0.37], [-1.56, -0.14, 0.94], [-1.15, -0.50, 1.91], [-1.63, -1.00, 0.25], [-2.59, 0.20, 1.17], [0.17, -0.74, -1.10], [1.83, 0.14, -0.22], [-1.27, -0.81, -2.42], [0.73, -2.25, -1.95], [-1.49, -1.83, -2.81], [-2.21, -0.27, -2.20], [-0.77, -0.28, -3.25], [2.16, -0.47, 0.64], [2.39, -0.23, -1.11], [2.23, 1.19, -0.07], [0.15, -2.91, -2.66], [1.65, -2.81, -1.53], [-0.22, 2.57, 3.74], [0.60, 1.75, 2.96], [1.88, 2.31, 3.04], [0.70, 0.58, 3.70]], "lowdin_spin": [4.277, -0.001, 0.014, 0.000, 0.007, 0.002, 0.789, 0.034, 0.055, 0.624, 0.002, 0.018, 0.017, 0.005, 0.004, 0.003, 0.068, 0.081, 0.001, -0.003, 0.002, 0.000], "e_above_lowest_kcal_mol": 6.2, "energy_ha": -3073.3702, "spin_multiplicity": 7, "total_charge": -2, "homo_ev": [1.91, 0.09]}